1.
Entry from the Open Molecules 2025 dataset: C34H57F4N9OSSbYb as an isolated structure in a non-equilibrium geometry (ωB97M-V/def2-TZVPD).

```
108
Properties=species:S:1:pos:R:3:forces:R:3:lowdin_spin:R:1
Yb 0.81775 0.52004 -0.13054 0.16 -0.86 -0.30 0.03
C 2.07923 -3.18338 0.35674 0.75 -0.46 -0.04 0.00
C 2.56307 -2.35973 -0.80668 0.02 0.62 -1.79 0.00
N 3.05345 -1.00491 -0.49944 0.28 0.55 1.11 0.00
C 3.94611 -0.94556 0.67537 0.70 -0.07 0.00 0.00
C 5.32462 -1.64296 0.57545 -0.16 -0.18 -0.13 0.00
C 3.71866 -0.34107 -1.62128 -0.51 0.73 -1.15 0.00
C 2.71705 0.18684 -2.70497 0.84 -0.82 -1.18 0.00
N 1.66745 1.02400 -2.19776 -0.12 1.33 0.52 0.00
C 1.32796 2.23994 -2.72458 0.31 0.03 -0.76 0.00
C 0.63828 3.17587 -1.88355 -0.10 -0.68 -0.97 0.00
F 0.21083 2.70914 -0.63853 0.40 0.77 -0.34 0.00
C 0.21789 4.40771 -2.31361 0.05 0.77 -1.28 0.00
F -0.44933 5.23198 -1.46731 0.37 -0.50 -0.30 0.00
C 0.45104 4.83426 -3.64775 -0.62 -0.36 1.38 0.00
C 1.00594 3.91467 -4.53721 -0.19 0.83 -0.38 0.00
F 1.07682 4.26424 -5.85084 0.18 -0.49 1.15 0.00
C 1.45503 2.68151 -4.11192 0.57 -1.01 1.00 0.00
F 2.03657 1.82231 -5.01042 -0.62 0.66 0.63 0.00
H 1.50453 -2.60959 1.06993 -0.49 0.13 0.13 0.00
H 1.51613 -4.03145 -0.02843 -0.30 0.09 0.09 0.00
H 2.91485 -3.63259 0.90913 -0.08 0.22 -0.07 0.00
H 1.76803 -2.16205 -1.55606 0.00 -0.41 0.53 0.00
H 3.30267 -2.90173 -1.42134 0.12 -0.09 0.45 0.00
H 3.40288 -1.34341 1.52914 -0.03 -0.06 0.15 0.00
H 4.19141 0.11038 0.89718 -0.50 -0.23 -0.12 0.00
H 5.27923 -2.69440 0.22853 -0.08 0.56 0.14 0.00
H 5.72351 -1.65122 1.59441 0.16 -0.07 -0.17 0.00
H 6.03779 -1.08954 -0.06385 -0.43 -0.29 0.25 0.00
H 4.46635 -0.96451 -2.15871 -0.40 -0.04 0.41 0.00
H 4.27830 0.50967 -1.20904 -0.20 -0.05 -0.09 0.00
H 2.27540 -0.72592 -3.19137 0.37 0.63 0.13 0.00
H 3.33682 0.69402 -3.48359 -0.40 -0.46 0.53 0.00
H 0.10349 5.83055 -3.91802 0.19 -0.37 -0.21 0.00
C 2.79571 3.77917 0.59683 -1.10 -0.41 -0.58 0.00
N 3.18651 2.91907 1.68358 -0.04 -0.46 0.53 0.00
C 4.42455 3.20923 2.36675 0.46 0.92 0.09 0.00
C 4.35192 2.33073 3.59870 0.71 -0.46 0.88 0.00
N 3.00823 1.74834 3.56066 0.00 0.80 -0.26 0.00
C 2.55062 0.75582 4.49601 0.54 -0.19 1.20 0.00
C 2.36330 2.12818 2.43987 0.95 -0.04 -1.20 0.00
N 1.18988 1.72191 1.99589 0.38 0.40 -0.59 0.00
C 0.14785 1.64951 2.97745 1.15 0.88 0.82 0.00
C -1.19728 1.80190 2.35841 -1.57 -0.88 0.07 0.02
N -2.03244 0.53321 2.61533 -1.03 -0.03 0.24 0.05
C -3.37333 0.68259 2.94256 -0.84 1.31 -1.05 0.00
N -4.29849 0.04846 2.21628 -0.10 0.44 0.47 0.03
C -4.10556 -1.15107 1.53717 0.07 -0.68 -1.55 0.35
C -5.57626 0.71083 2.24862 0.13 0.42 0.83 0.01
C -5.39661 1.58945 3.46685 -0.47 1.48 0.38 0.00
N -3.93460 1.64538 3.69656 0.37 -1.08 -0.30 0.00
C -3.37208 2.04135 4.99177 0.14 -0.04 0.90 0.00
H 3.53969 4.56928 0.45798 -0.22 -0.27 -0.02 0.00
H 1.80312 4.19653 0.78735 0.16 0.31 0.16 0.00
H 2.64290 3.19634 -0.32233 0.54 0.26 0.00 0.00
H 4.49765 4.30087 2.61572 -0.26 -0.83 -0.05 0.00
H 5.30182 3.00632 1.75288 -0.05 -0.20 -0.11 0.00
H 4.53953 2.91838 4.49629 -0.26 -0.05 0.17 0.00
H 5.11587 1.53130 3.61222 -0.39 0.18 -0.20 0.00
H 3.45492 0.32317 5.01602 -1.05 0.26 -0.66 0.00
H 1.95995 -0.02871 4.00525 0.50 0.10 0.07 0.00
H 1.92052 1.22243 5.28322 0.32 -0.34 -0.33 0.00
H 0.26079 2.53945 3.64758 -0.04 -0.89 0.04 0.00
H 0.21942 0.72756 3.54899 -0.54 0.04 0.39 0.00
H -1.20686 1.95221 1.26437 0.13 0.10 0.49 0.00
H -1.72635 2.61801 2.85771 -0.17 -0.22 -0.41 0.00
H -2.89703 -1.29712 1.89125 0.06 -1.08 -0.46 0.08
H -4.02990 -1.08042 0.42655 -0.39 -0.18 0.77 0.01
H -4.71057 -1.93819 1.96792 0.00 -0.40 -0.25 0.01
H -6.38960 0.03795 2.40637 -0.50 -0.63 -0.15 0.00
H -5.71686 1.26786 1.33217 -0.08 0.16 -0.26 0.00
H -5.90224 1.21865 4.35214 0.05 -0.27 0.17 0.00
H -5.80636 2.59082 3.27273 0.34 -0.19 0.19 0.00
H -4.18706 2.14096 5.76906 0.82 -0.02 -1.08 0.00
H -2.82959 2.98349 4.88078 -0.20 -0.04 0.28 0.00
H -2.67009 1.26049 5.36287 -0.45 0.53 -0.31 0.00
O -0.89491 -0.64886 1.02955 -1.82 -0.46 1.53 0.12
C -1.82011 -0.60177 1.83018 3.62 1.44 -0.48 0.29
S -2.37234 2.04715 -3.84282 -0.40 -0.45 1.30 0.00
C -3.23986 2.22442 -2.33556 0.84 -0.41 -0.39 0.00
C -2.65850 1.50573 -1.33495 1.19 -0.11 -1.29 0.00
N -1.47069 0.82486 -1.72999 -1.47 0.51 -0.57 0.00
C -1.30373 0.98878 -3.03380 1.47 -0.02 0.65 0.00
H -4.06453 2.88871 -2.31497 -0.69 0.29 0.20 0.00
H -3.00306 1.47298 -0.30516 0.12 -0.02 -0.15 0.00
H -0.36163 0.65075 -3.53394 -1.22 0.02 0.47 0.00
C -2.84375 -2.52178 -4.40084 0.08 1.08 -1.05 0.00
C -3.05089 -3.02511 -2.98137 0.46 -0.14 0.63 0.00
Sb -1.10715 -3.01359 -1.91001 -0.14 0.14 -0.49 0.00
C -1.51205 -4.38042 -0.24052 0.63 -0.01 -0.01 0.00
C -2.94515 -4.86019 -0.12489 -0.33 -0.52 -0.02 0.00
C 0.00730 -4.21014 -3.38668 0.23 0.79 0.70 0.00
C -0.60020 -5.50136 -3.81255 -0.29 -1.37 -1.00 0.00
H -3.78495 -2.38151 -4.97002 0.26 -0.22 0.47 0.00
H -2.22952 -3.18364 -5.02951 -0.13 0.00 0.40 0.00
H -2.34601 -1.51312 -4.47493 -0.34 -0.85 0.40 0.00
H -3.44186 -4.05686 -2.97018 0.01 0.50 0.03 0.00
H -3.71086 -2.35943 -2.38502 0.22 -0.46 -0.46 0.00
H -1.26385 -3.82088 0.69223 0.16 -0.31 -0.69 0.00
H -0.81167 -5.24901 -0.32194 -0.51 0.67 0.16 0.00
H -3.69383 -4.05888 -0.15468 0.21 0.09 0.05 0.00
H -3.04422 -5.36972 0.85025 -0.27 -0.07 -0.53 0.00
H -3.21939 -5.53595 -0.95544 0.13 0.11 0.54 0.00
H 0.99034 -4.42109 -2.93306 -0.24 0.28 -0.11 0.00
H 0.17670 -3.53299 -4.24003 -0.03 -0.16 0.34 0.00
H -0.81778 -6.16590 -2.97516 0.15 -0.01 0.13 0.00
H 0.12163 -6.04443 -4.47819 -0.71 0.32 0.46 0.00
H -1.55889 -5.42154 -4.35938 0.49 0.22 0.13 0.00
```
Forces are in eV/Å.

As for the multiplicity: 2. The orbital gap (alpha / beta) comes out at 0.1982 / 0.1538 Ha. The charge is +2. Its LUMO energy (alpha / beta) is -5.88 / -7.04 eV.

2.
Entry from the Open Molecules 2025 dataset: a 8-piece molecular cluster, C13H23Br10Cl9 overall in a non-equilibrium geometry (ωB97M-V/def2-TZVPD).

```
55
Properties=species:S:1:pos:R:3:forces:R:3:mulliken_charge:R:1
Cl 15.12908 -4.72196 -7.93347 -0.17 -0.50 0.49 -0.11
C 14.03668 -3.34802 -7.98465 0.08 0.01 -0.64 0.05
Cl 12.75390 -3.67401 -9.17985 0.17 0.26 0.26 -0.12
Cl 15.04964 -1.97703 -8.44515 -0.40 0.45 0.02 -0.12
H 13.54413 -3.13766 -7.03531 0.33 -0.22 -0.12 0.30
Cl 20.08299 -15.42320 -8.93005 0.13 1.10 0.68 -0.12
C 20.13529 -14.21438 -7.56927 0.68 -0.15 -0.22 0.04
Cl 19.67142 -12.52753 -8.04419 0.20 -1.43 0.20 -0.10
Cl 21.78975 -14.18000 -6.80405 -1.13 -0.08 -0.58 -0.12
H 19.44380 -14.63523 -6.83932 0.13 0.56 -0.08 0.30
Cl 10.63852 -8.72991 -1.91232 0.27 0.88 1.07 -0.12
C 11.21870 -7.42691 -0.77326 0.05 0.40 -0.80 0.08
Cl 10.64241 -7.56544 0.89447 0.06 -0.22 -0.69 -0.10
Cl 10.81869 -5.79534 -1.44579 -0.03 -0.78 0.28 -0.13
H 12.30841 -7.44981 -0.78437 -0.32 -0.29 0.14 0.27
Br 17.01888 -9.03233 -2.85090 1.52 0.96 -0.07 -0.14
C 18.67772 -7.84610 -3.08503 0.23 -1.48 0.33 -0.69
C 18.46958 -6.42910 -2.65194 -1.22 -0.06 -0.34 -0.56
Br 17.95747 -6.28354 -0.73838 0.59 -0.03 -0.73 -0.12
H 19.00487 -8.06977 -4.10044 -0.72 0.87 -0.41 0.42
H 19.56277 -8.23198 -2.57918 -0.58 -0.57 0.84 0.37
H 17.59332 -6.01724 -3.15258 0.28 0.21 -0.03 0.34
H 19.36572 -5.85459 -2.88639 -0.10 0.11 0.40 0.38
Br 26.05484 2.86182 0.63576 -0.42 -1.06 -0.22 -0.16
C 25.34462 1.11742 -0.05566 0.44 -0.17 -0.08 -0.53
C 23.86240 1.21582 -0.24011 -1.06 0.06 0.06 -0.64
Br 23.11457 -0.37975 -1.22540 0.60 0.97 0.41 -0.17
H 25.57646 0.29349 0.61925 0.20 0.42 0.28 0.37
H 25.89041 0.91513 -0.97723 -0.20 0.31 0.00 0.37
H 23.54925 2.14117 -0.72360 0.10 -0.37 -0.51 0.40
H 23.30230 1.19983 0.69485 0.33 -0.16 0.06 0.37
Br 17.75781 3.76051 -0.58154 -0.19 0.21 -0.21 -0.16
C 17.03948 2.53246 -1.93018 0.55 -0.69 0.45 -0.46
C 16.66770 1.28691 -1.13555 -0.01 -0.49 -0.11 -0.70
Br 15.70616 -0.05467 -2.30491 0.41 0.95 0.81 -0.18
H 17.89719 2.36771 -2.58232 -0.38 -0.10 -0.15 0.33
H 16.19505 2.96321 -2.46823 0.18 0.11 0.28 0.37
H 16.12759 1.56143 -0.22945 -0.83 -0.19 -0.51 0.40
H 17.50378 0.72337 -0.72142 0.27 0.19 -0.57 0.39
Br 14.73073 -11.31303 3.30116 -0.78 -0.63 -0.11 -0.16
C 13.40958 -12.79118 3.01412 0.50 -0.36 1.57 -0.51
C 13.88056 -13.57563 1.85403 0.51 -0.17 -1.89 -0.67
Br 12.83130 -15.23951 1.50768 0.34 0.95 0.25 -0.17
H 12.39651 -12.39231 3.06601 0.27 0.12 -0.66 0.39
H 13.50903 -13.47734 3.85519 0.04 0.46 0.41 0.33
H 14.91572 -13.90534 1.94256 -0.23 -0.18 0.60 0.39
H 13.93500 -12.97978 0.94292 -0.66 -0.18 -0.17 0.39
Br 21.66231 -2.14951 -10.09103 0.87 -0.52 0.93 -0.17
C 22.73296 -3.00358 -8.61372 -0.98 -0.30 0.74 -0.62
C 22.13812 -4.42275 -8.34168 0.91 0.70 -0.95 -0.54
Br 23.18742 -5.33880 -6.99583 0.16 0.04 0.18 -0.16
H 22.68764 -2.35547 -7.73850 -0.62 0.04 -0.11 0.38
H 23.80440 -3.01382 -8.81367 -0.26 -0.36 -0.78 0.40
H 22.29277 -4.98242 -9.26414 -0.27 -0.16 0.19 0.34
H 21.10330 -4.51196 -8.01108 0.19 0.57 -0.19 0.37
```
Forces are in eV/Å.

The orbital gap comes out at 0.3711 Ha. Its SMILES is ClC(Cl)Cl.ClC(Cl)Cl.ClC(Cl)Cl.BrCCBr.BrCCBr.BrCCBr.BrCCBr.BrCCBr. Its LUMO energy is -0.11 eV.

3.
Entry from the Open Molecules 2025 dataset: an isolated ion of composition C5H11NO and charge +1 in a non-equilibrium geometry (ωB97M-V/def2-TZVPD).

```
18
Properties=species:S:1:pos:R:3:forces:R:3:lowdin_spin:R:1
C 0.62964 0.79045 2.37324 -0.54 0.21 0.04 0.01
C 0.23612 -0.53981 1.77020 -0.67 -0.29 0.22 0.06
N -0.32017 -0.54905 0.41074 2.23 0.39 -0.83 0.63
C -0.05833 -1.76405 -0.35616 -0.88 -0.64 0.15 0.06
C -0.33668 0.71188 -0.31465 -1.11 -0.11 -0.88 0.07
C -0.50682 0.59858 -1.83952 0.02 0.20 -0.02 0.00
O 0.34969 1.01820 -2.55792 0.03 -0.08 0.04 0.01
H 1.20904 1.43111 1.71156 0.24 -0.21 0.10 0.00
H -0.25079 1.35455 2.67380 -0.05 0.08 0.03 0.00
H 1.20003 0.58276 3.27633 0.07 0.03 -0.05 0.00
H 1.06365 -1.24804 1.78812 0.06 -0.02 -0.17 0.02
H -0.55595 -1.02340 2.36322 0.11 0.04 0.19 0.03
H 0.08512 -1.60299 -1.41950 0.18 0.38 0.05 0.01
H 0.78237 -2.28926 0.08205 0.14 -0.01 -0.04 0.01
H -0.91399 -2.44893 -0.30158 -0.09 0.11 0.25 0.03
H 0.58904 1.26839 -0.17413 0.03 -0.03 0.38 0.03
H -1.20894 1.30184 -0.00261 0.26 0.14 0.44 0.02
H -1.46836 0.23587 -2.23572 -0.04 -0.19 0.07 0.00
```
Forces are in eV/Å.

As for the multiplicity: 2. The orbital gap (alpha / beta) comes out at 0.4112 / 0.2599 Ha. The charge is +1. Its LUMO energy (alpha / beta) is -3.44 / -7.54 eV.

Calculated energy above the lowest of the compared OMol25 structures with the same formula, charge and spin in order - 43.5; 216.3; 170.6 kJ/mol
Calculated calculated total energy in order - -111396.1467; -826979.3447; -8891.5684 eV